(1)
Below is C3H6N2S2 as an isolated structure at a distorted geometry, with properties calculated with ωB97M-V with the def2-TZVPD basis set.

Structure (ORCA input):
```
! RIJCOSX wB97M-V def2-TZVPD def2/J DEFGRID3
* xyz 0 1
H -0.0496 -2.1387 1.5558
H -1.7146 -1.5357 1.3170
N -1.2435 0.7884 -0.5781
C 0.4292 2.1691 -1.3438
C -0.9623 -2.2166 0.9186
S -0.4764 -1.3930 -0.7266
N -0.8212 1.4970 0.5523
H -0.9077 1.1920 -2.5789
C -0.6153 1.3430 -1.6259
H 1.1017 2.5024 -2.0908
H -0.8115 0.9088 1.4535
S 0.6012 2.4777 0.3701
H -1.2901 -3.2051 0.9221
*
```

Results
ΔE to the lowest compared entry with this formula, charge and spin = 408.5 kJ/mol
molar mass = 134.229 g/mol
DFT total energy = -1023.6473 hartree
gap between HOMO and LUMO (alpha / beta) = 7.39 / 6.83 eV

Atomic partial charges in e from the Löwdin method, atoms 1 to 2: 0.02 0.00

***

(2)
Below is CdH2IO as an isolated structure at a distorted geometry, with properties calculated with ωB97M-V with the def2-TZVPD basis set.

Structure (ORCA input):
```
! RIJCOSX wB97M-V def2-TZVPD def2/J DEFGRID3
* xyz 1 1
O -29.4582 -27.9898 20.0190
Cd -25.1035 -30.0079 24.3718
H -28.5457 -27.8467 20.2857
I -26.5270 -29.0662 22.0662
H -29.4523 -27.9188 19.0551
*
```

Results
ΔE to the lowest compared entry with this formula, charge and spin = 13.3 kJ/mol
molar mass = 257.331 g/mol
DFT total energy = -541.5430 hartree
gap between HOMO and LUMO = 5.61 eV

Atomic partial charges in e from the Löwdin method, atoms 1 to 2: -0.07 1.07

***

(3)
Below is C16H39Mg2N2O12S5 as an isolated structure at a distorted geometry, with properties calculated with ωB97M-V with the def2-TZVPD basis set.

Structure (ORCA input):
```
! RIJCOSX wB97M-V def2-TZVPD def2/J DEFGRID3
* xyz 1 1
H 1.0874 -2.0835 2.4371
H 2.4991 1.2931 -2.7920
N 0.0072 0.1711 0.7364
C -0.7033 -0.3794 4.9011
H 1.2707 5.4791 -2.7391
H -0.0243 -0.2528 4.0579
H -0.4461 -5.0219 0.5710
H -0.5051 1.8857 -5.3583
O -1.6157 -2.4639 -1.4334
H -0.5455 5.4429 -3.1319
O -0.3470 1.0401 -0.0352
H 1.5916 -2.9219 -2.7371
H -0.0145 5.6864 0.4835
C -1.4092 1.2816 -5.2819
H 1.2095 -3.1878 1.2112
H 2.9631 -0.7747 -0.4278
O -1.7623 -2.9784 1.2642
H -1.7817 -4.2065 -3.8313
H -1.5418 -5.9815 1.7997
O -3.1448 0.0066 -0.5677
H 0.2006 -5.7587 1.9970
S -0.5778 -3.5151 -1.9110
H -1.0767 -2.7543 -4.2154
H 3.2197 1.5526 2.7714
H -3.6381 0.2379 -4.0369
H 1.6532 1.9287 3.7115
H 0.1563 6.3276 -1.7733
C 0.6373 4.8304 0.3089
C -0.8313 -3.6873 -3.7082
H -0.0790 -4.1571 -4.3418
C -3.6946 0.4803 0.3996
H 4.3510 -1.6631 -0.3101
H 3.3815 1.8226 -1.2148
C 0.2430 5.4259 -2.3795
S 4.4927 -0.0870 -2.1650
H -2.8139 -1.2134 -4.6961
O -3.2578 1.6305 0.5723
H -2.9175 1.8380 6.1585
H 1.2924 -3.6174 3.0359
O 3.7872 -1.0265 -3.0830
H -1.3916 0.5699 -6.1072
C -2.8665 -0.5121 -3.8633
H -2.5827 2.0535 4.3913
H -2.1986 2.0229 -5.4058
H -3.1672 -1.0788 -2.9821
C 3.4237 1.4337 -2.2322
H -1.6280 -0.8787 4.6119
N 2.6821 -1.0735 4.3931
Mg -2.1026 1.6596 -0.9368
H 0.5657 4.1691 1.1725
Mg -2.6802 -1.7724 0.1267
S 0.1307 3.9335 -1.2661
H 1.3540 -2.6314 -0.9905
H 4.2739 0.0393 0.3034
H -0.1670 -0.9445 5.6634
O -0.6536 -0.8387 0.6992
C -2.5386 1.3782 5.2458
O 1.0229 0.2638 1.3943
H -3.0313 0.4409 4.9875
O -1.3302 3.4898 -1.0987
H 0.8315 -1.4696 -2.2519
S -1.2611 0.3101 -3.7166
H 3.2699 1.9068 4.4682
O -1.3590 1.2328 -2.5479
C 4.0409 -0.6389 -0.5175
C 2.6418 1.4699 3.6918
C -1.0703 0.9514 5.4159
H 1.6807 5.1386 0.3761
S -0.9768 -3.6786 2.3538
O -0.2318 1.5815 6.0195
C 0.7895 -3.1080 2.2139
H 3.9858 2.2401 -2.7033
C 0.9147 -2.5224 -1.9820
C -0.7067 -5.3137 1.5884
C 2.6491 0.0167 4.0750
O -3.6286 -0.4700 1.1640
*
```

Results
ΔE to the lowest compared entry with this formula, charge and spin = 165.8 kJ/mol
molar mass = 660.435 g/mol
DFT total energy = -4036.2435 hartree
gap between HOMO and LUMO = 8.58 eV

Atomic partial charges in e from the Löwdin method, atoms 1 to 2: 0.02 0.05

***

(4)
Below is C57H49I2N3O4P2PdS as an isolated structure at a distorted geometry, with properties calculated with ωB97M-V with the def2-TZVPD basis set.

Structure (ORCA input):
```
! RIJCOSX wB97M-V def2-TZVPD def2/J DEFGRID3
* xyz 2 1
C 2.6307 4.1039 -1.5153
C 3.1649 -6.4566 0.3257
C -5.1327 -3.2249 1.5283
C -4.0971 0.2972 0.0449
O 4.6406 -0.3801 -1.0528
C 0.0571 -5.2184 2.5052
O 2.5764 0.3624 -0.6648
C 1.9587 4.2409 -3.8187
H 4.5337 -6.2516 1.8760
H 1.2206 4.2298 1.4337
C -5.1105 -0.1085 -0.8062
H 4.2382 -7.8507 1.3078
H 0.8531 -2.9349 -1.5182
C -4.0976 -3.5377 -1.0335
H -2.3981 3.5555 2.0113
C 4.6187 3.1003 3.0326
C -3.8020 -2.9314 1.2882
H 3.1978 4.4910 -0.6813
H -1.8478 4.9334 -1.5832
H -0.9620 7.8817 2.2724
H 1.6542 -5.2646 -1.4726
H 6.6422 2.7272 0.3467
C 3.3533 2.4856 1.0855
C -1.0678 -5.4763 -0.0205
C 4.5321 2.4472 0.3362
H 6.7245 3.3412 2.7397
H -2.3794 3.1626 -0.2694
C -3.3025 -3.0933 0.0099
C -5.9378 -3.6868 0.4990
C 1.1306 -1.2616 -4.1744
C 2.0355 -1.4635 -5.2100
S -1.5545 -2.7944 -0.3202
Pd 0.6919 -0.2799 0.4013
H 0.0721 -1.3911 -4.3461
O 2.6274 -7.2105 -0.4538
C 5.7826 3.0943 2.2786
H -5.6401 -0.6526 -2.8004
I 1.3043 -1.9855 -7.1209
C -2.8135 0.4752 -0.4593
H -1.0135 2.6198 -1.2616
H 4.0988 -1.5042 -5.8041
C -4.8429 -0.3523 -2.1421
H -0.7322 -7.5719 0.2050
H -6.1144 -0.2283 -0.4320
H 0.8948 -0.7389 -2.1067
C 2.7406 -2.7385 1.1269
H -3.0412 -0.3762 4.9280
C -1.6692 5.5635 -0.7255
C -0.6424 5.9570 1.4290
C -0.6322 -6.5995 0.6595
H -1.5038 -5.5625 -1.0040
H 0.5903 1.5291 -2.3320
N -0.5098 3.7672 0.4177
C 2.6732 4.7419 -2.7428
C 1.8780 2.9427 -1.3690
C 5.7376 2.7568 0.9347
H -3.1601 -2.5915 2.0862
H -6.9718 -3.9257 0.6929
H 3.0531 -1.9863 1.8416
C 1.6048 -0.8910 -2.9324
C -0.3884 -4.0887 1.8381
I 1.1254 -0.1082 3.0470
C -3.1097 2.8381 3.8845
C 3.4002 -1.3260 -5.0021
H 0.3243 2.8146 2.0791
C -1.3461 2.7932 -0.2258
H -3.3544 -0.3977 -3.6816
O -1.1673 -1.6312 0.5717
C -5.4231 -3.8490 -0.7772
N 4.0133 -6.8681 1.2808
H -5.5397 -3.1191 2.5214
H -3.6862 -3.6533 -2.0249
C -0.9545 -4.2372 0.5866
H -6.0504 -4.2346 -1.5656
C 3.4046 2.7897 2.4462
C 2.9693 -0.7191 -2.7172
H -2.3153 8.6935 0.3687
C -2.5514 2.6833 2.6282
P 1.7998 2.0856 0.2400
H 3.2714 5.6320 -2.8614
C 1.5250 -3.2589 -0.7335
C 1.9751 -4.5621 -0.7206
P -1.4409 1.0935 0.5650
H -0.2990 -3.1092 2.2890
C -0.0771 -6.4690 1.9237
H 2.5159 2.7696 3.0610
C -2.9227 0.4779 4.2823
H -2.7503 7.1998 -1.5497
C -2.1908 1.4130 2.1891
C 3.8654 -0.9533 -3.7554
H -4.3028 0.4804 1.0886
C 0.6191 3.3605 1.1668
C 2.8304 -4.9813 0.2949
C 3.4922 -0.2438 -1.3904
C -3.5564 -0.2079 -2.6392
H -3.3932 3.8267 4.2100
C 1.1608 2.4444 -2.4521
C -2.1630 6.8502 -0.7151
N 1.8693 -2.3669 0.1935
H 4.5107 2.1798 -0.7104
H -3.6940 1.8792 5.7027
H 4.6533 3.3392 4.0838
H 0.6520 2.6984 -4.5169
C -1.9117 7.6942 0.3606
H -2.0845 -0.6590 2.6587
H 3.9409 -4.2463 2.0112
C -3.2856 1.7445 4.7146
H 0.2461 -7.3490 2.4582
H -1.5222 0.2874 -2.1664
H 0.4907 -5.1164 3.4876
H 1.9950 4.7408 -4.7736
H 4.9210 -0.8275 -3.5696
H -0.1079 5.5990 2.2944
C -1.1442 7.2396 1.4257
C -2.5386 0.1912 -1.7953
C 3.2461 -4.0272 1.2162
C 1.2025 3.0889 -3.6747
C -0.9074 5.0882 0.3571
C -2.3817 0.3122 3.0230
*
```

Results
molar mass = 1294.279 g/mol
DFT total energy = -4470.3506 hartree
gap between HOMO and LUMO (alpha / beta) = 4.47 / 4.47 eV

Atomic partial charges in e from the Löwdin method, atoms 1 to 2: -0.06 -0.50